(1)
{"formula": "C31H49N2O2P2Pb", "method": "ωB97M-V/def2-TZVPD", "symbols": ["C", "C", "C", "C", "C", "H", "H", "H", "N", "P", "P", "C", "H", "H", "C", "H", "C", "C", "C", "C", "C", "H", "H", "H", "C", "H", "H", "H", "C", "H", "H", "H", "C", "H", "H", "H", "C", "H", "H", "H", "C", "H", "H", "H", "C", "H", "H", "H", "C", "H", "H", "H", "C", "H", "H", "H", "C", "H", "H", "H", "C", "H", "H", "H", "C", "H", "H", "H", "Pb", "C", "O", "N", "C", "C", "C", "C", "C", "H", "C", "H", "C", "H", "H", "H", "O", "H", "H"], "xyz": [[1.800, -1.906, -0.547], [1.492, 0.306, -1.322], [2.782, -2.179, -1.518], [2.346, -0.004, -2.420], [3.012, -1.200, -2.492], [3.274, -3.166, -1.504], [2.485, 0.772, -3.164], [3.721, -1.398, -3.281], [1.225, -0.684, -0.359], [-0.336, -2.730, 1.195], [0.705, 2.414, 0.328], [1.391, -3.024, 0.424], [1.375, -4.026, -0.101], [2.118, -3.119, 1.283], [0.971, 1.607, -1.163], [0.868, 2.190, -2.102], [-0.505, 3.879, 0.086], [2.486, 3.050, 0.507], [-1.442, -3.523, -0.123], [-0.194, -3.631, 2.843], [-1.871, 3.500, 0.699], [-1.785, 3.241, 1.764], [-2.563, 4.358, 0.626], [-2.352, 2.659, 0.192], [-0.026, 5.144, 0.811], [0.130, 4.958, 1.880], [0.896, 5.546, 0.377], [-0.795, 5.932, 0.724], [-0.718, 4.190, -1.399], [-1.417, 5.040, -1.491], [0.205, 4.497, -1.897], [-1.148, 3.339, -1.940], [2.658, 3.685, 1.915], [2.199, 3.046, 2.692], [3.742, 3.768, 2.122], [2.213, 4.694, 1.957], [3.463, 1.847, 0.409], [3.189, 1.052, 1.126], [3.489, 1.439, -0.616], [4.476, 2.221, 0.658], [2.804, 4.053, -0.632], [2.144, 3.953, -1.511], [2.766, 5.098, -0.272], [3.836, 3.864, -0.987], [-1.566, -3.541, 3.521], [-1.469, -3.909, 4.548], [-1.938, -2.508, 3.576], [-2.322, -4.156, 3.022], [0.846, -2.895, 3.711], [1.850, -2.907, 3.274], [0.561, -1.855, 3.916], [0.897, -3.415, 4.678], [0.235, -5.093, 2.673], [0.475, -5.489, 3.671], [-0.565, -5.721, 2.266], [1.133, -5.207, 2.051], [-1.202, -2.837, -1.468], [-1.909, -3.256, -2.213], [-1.395, -1.753, -1.415], [-0.182, -2.986, -1.862], [-2.896, -3.248, 0.298], [-3.090, -2.169, 0.383], [-3.554, -3.656, -0.476], [-3.151, -3.729, 1.248], [-1.193, -5.032, -0.279], [-0.145, -5.270, -0.507], [-1.514, -5.594, 0.607], [-1.806, -5.378, -1.125], [-0.463, 0.064, 1.606], [1.811, 0.486, 3.017], [2.668, 0.368, 3.766], [-1.779, 0.406, -0.356], [-1.474, 0.819, -1.489], [-1.702, 0.966, -2.841], [-3.063, 0.801, -2.993], [-0.868, 1.191, -3.948], [-3.681, 0.915, -4.226], [-3.662, 0.593, -2.105], [-1.463, 1.307, -5.222], [0.211, 1.263, -3.841], [-2.867, 1.173, -5.354], [-4.776, 0.801, -4.327], [-0.829, 1.492, -6.117], [-3.323, 1.281, -6.355], [-1.804, 0.864, 3.967], [-2.597, 0.469, 4.383], [-1.548, 1.589, 4.565]], "homo_lumo_gap_ev": [4.7, 6.0], "total_charge": 3, "multiplicity": 1, "e_lumo_ha": [-0.4358, -0.3985], "e_homo_ev": [-16.57, -16.88]}

=====

(2)
{"formula": "C29H35IKN5O4", "method": "ωB97M-V/def2-TZVPD", "symbols": ["K", "C", "N", "C", "C", "C", "N", "C", "C", "C", "C", "C", "C", "C", "O", "C", "C", "C", "N", "C", "C", "C", "C", "C", "C", "C", "O", "H", "H", "H", "H", "H", "H", "H", "H", "H", "H", "H", "H", "H", "H", "H", "H", "H", "H", "H", "H", "H", "H", "H", "H", "H", "N", "C", "C", "C", "O", "O", "H", "H", "H", "H", "H", "H", "I", "C", "C", "C", "C", "N", "C", "H", "H", "H", "H"], "xyz": [[-0.234, -0.644, -0.209], [0.760, -4.268, -0.935], [0.673, -3.385, -2.089], [-0.629, -3.409, -2.751], [-1.102, -2.016, -3.234], [-2.332, -1.439, -2.484], [-2.002, -0.114, -2.006], [-2.726, 0.896, -2.253], [-2.418, 2.251, -1.798], [-3.271, 3.290, -2.179], [-3.061, 4.608, -1.814], [-1.928, 4.896, -1.028], [-1.061, 3.908, -0.629], [-1.247, 2.519, -0.982], [-0.456, 1.627, -0.579], [1.825, -3.485, -2.974], [2.382, -2.128, -3.414], [2.709, -1.231, -2.216], [2.350, 0.151, -2.508], [2.358, 1.064, -1.619], [2.719, 1.119, -0.180], [3.217, 2.359, 0.239], [3.674, 2.613, 1.520], [3.618, 1.566, 2.451], [3.081, 0.350, 2.104], [2.535, 0.076, 0.801], [1.900, -1.008, 0.591], [0.752, -5.339, -1.213], [-0.076, -4.070, -0.264], [1.686, -4.060, -0.393], [-1.351, -3.795, -2.028], [-0.609, -4.116, -3.597], [-1.304, -2.027, -4.308], [-0.283, -1.312, -3.071], [-2.549, -2.063, -1.608], [-3.224, -1.443, -3.131], [-3.648, 0.787, -2.852], [-4.137, 3.037, -2.788], [-3.741, 5.389, -2.126], [-1.739, 5.922, -0.725], [-0.195, 4.134, -0.015], [1.576, -4.089, -3.863], [2.611, -4.029, -2.442], [1.648, -1.607, -4.032], [3.262, -2.294, -4.046], [3.776, -1.288, -1.963], [2.170, -1.596, -1.343], [2.110, 2.054, -2.015], [3.245, 3.158, -0.497], [4.052, 3.590, 1.795], [3.975, 1.726, 3.464], [2.997, -0.452, 2.830], [-0.864, -1.056, 3.510], [-0.529, -2.455, 3.837], [-0.396, -3.299, 2.580], [-1.720, -3.390, 1.793], [-2.626, -4.064, 2.319], [-1.733, -2.811, 0.664], [-0.575, -0.850, 2.559], [-0.354, -0.411, 4.099], [-1.324, -2.882, 4.452], [0.404, -2.518, 4.411], [-0.117, -4.315, 2.871], [0.396, -2.882, 1.949], [1.484, 4.033, 4.894], [-0.166, 3.378, 3.780], [-1.378, 4.036, 3.906], [-2.442, 3.583, 3.145], [-2.244, 2.493, 2.309], [-1.082, 1.862, 2.201], [-0.044, 2.298, 2.916], [-1.484, 4.882, 4.571], [-3.405, 4.076, 3.190], [-3.047, 2.118, 1.682], [0.906, 1.791, 2.769]], "homo_lumo_gap_ev": 5.4, "total_charge": -2, "multiplicity": 1, "relative_energy_kcal_mol": 20.9, "e_lumo_ha": 0.1290, "e_homo_ev": -1.84}

=====

(3)
{"formula": "C13H18IrNS", "method": "ωB97M-V/def2-TZVPD", "symbols": ["Ir", "C", "C", "C", "C", "C", "C", "C", "C", "C", "C", "C", "C", "H", "H", "H", "H", "H", "H", "H", "H", "H", "H", "H", "H", "H", "H", "H", "H", "H", "H", "S", "C", "N"], "xyz": [[-0.038, -1.108, 0.540], [2.600, 0.699, 1.363], [1.350, 0.621, 0.535], [0.117, 1.136, 1.040], [0.087, 1.914, 2.319], [-1.104, 0.806, 0.372], [-2.415, 1.171, 0.994], [-1.067, 0.132, -0.896], [-2.347, -0.252, -1.575], [0.197, -0.146, -1.517], [0.265, -0.718, -2.901], [1.395, 0.019, -0.762], [2.702, -0.459, -1.320], [3.226, 1.522, 1.010], [3.183, -0.214, 1.288], [2.383, 0.858, 2.414], [-0.178, 1.293, 3.178], [-0.663, 2.701, 2.243], [1.046, 2.380, 2.516], [-2.742, 2.117, 0.549], [-2.338, 1.310, 2.067], [-3.187, 0.435, 0.794], [-2.806, 0.646, -2.000], [-3.057, -0.683, -0.874], [-2.188, -0.967, -2.374], [0.269, -1.811, -2.896], [1.172, -0.382, -3.396], [-0.583, -0.388, -3.494], [3.204, 0.385, -1.802], [2.572, -1.242, -2.060], [3.368, -0.836, -0.551], [-2.203, -4.758, 2.248], [-1.442, -3.567, 1.690], [-0.780, -2.613, 1.259]], "homo_lumo_gap_ev": 7.2, "total_charge": 2, "multiplicity": 1, "relative_energy_kcal_mol": 0.0, "e_lumo_ha": -0.3534, "e_homo_ev": -16.83}

=====

(4)
{"formula": "C9H16N", "method": "ωB97M-V/def2-TZVPD", "symbols": ["C", "C", "C", "C", "C", "C", "C", "C", "C", "N", "H", "H", "H", "H", "H", "H", "H", "H", "H", "H", "H", "H", "H", "H", "H", "H"], "xyz": [[2.611, 0.252, 1.076], [3.180, -0.147, -0.074], [2.409, 0.569, -1.197], [1.569, 0.572, 0.141], [-0.084, -1.268, 1.378], [0.008, -1.389, -1.175], [-2.374, 0.214, -0.703], [-1.298, 1.556, 0.931], [-0.046, -0.513, 0.080], [-1.035, 0.669, -0.147], [2.760, 0.058, 2.153], [2.937, 1.506, -1.475], [2.064, 0.219, -2.123], [0.067, -0.506, 2.087], [0.661, -2.030, 1.543], [-1.047, -1.871, 1.447], [-0.766, -2.090, -1.042], [-0.200, -0.746, -2.068], [1.102, -1.858, -1.207], [-2.061, -0.067, -1.713], [-2.687, -0.632, -0.087], [-3.096, 0.987, -0.732], [-0.371, 1.602, 1.607], [-1.628, 2.575, 0.624], [-2.218, 1.148, 1.561], [-0.456, 1.188, -0.885]], "homo_lumo_gap_ev": 8.8, "total_charge": 1, "multiplicity": 1, "relative_energy_kcal_mol": 159.9, "e_lumo_ha": -0.1106, "e_homo_ev": -11.85}

=====

(5)
{"formula": "C2H6NO3", "method": "ωB97M-V/def2-TZVPD", "symbols": ["O", "C", "N", "C", "O", "H", "H", "H", "H", "H", "H", "O"], "xyz": [[0.040, 0.408, 1.988], [0.094, 0.830, 0.816], [0.664, 0.084, -0.131], [0.888, 0.282, -1.923], [0.891, 1.544, -2.035], [-0.548, 1.730, 0.622], [1.077, -0.724, 0.098], [0.099, -0.327, -2.270], [1.877, -0.252, -2.022], [-1.414, -1.783, 1.493], [-2.109, -2.302, 0.269], [-2.121, -2.403, 1.219]], "homo_lumo_gap_ev": 7.8, "total_charge": -1, "multiplicity": 1, "relative_energy_kcal_mol": 62.4, "e_lumo_ha": 0.1469, "e_homo_ev": -3.76}

=====

(6)
{"formula": "C2H4NP", "method": "ωB97M-V/def2-TZVPD", "symbols": ["C", "C", "N", "P", "H", "H", "H", "H"], "xyz": [[-0.208, 0.716, -0.028], [-0.215, -0.868, 0.031], [1.221, 0.967, -0.001], [1.848, -0.473, 0.006], [-0.639, 0.978, -0.873], [-0.778, 1.267, 0.689], [-0.466, -1.310, 1.044], [-0.764, -1.275, -0.868]], "homo_lumo_gap_ev": 9.0, "multiplicity": 1, "relative_energy_kcal_mol": 32.5, "e_lumo_ha": -0.0017, "e_homo_ev": -9.05}

=====

(7)
{"formula": "C5H7NO2", "method": "ωB97M-V/def2-TZVPD", "symbols": ["C", "C", "O", "C", "C", "O", "C", "N", "H", "H", "H", "H", "H", "H", "H"], "xyz": [[-0.333, -1.694, -1.088], [-0.702, -0.516, -0.208], [-1.830, -0.388, 0.259], [0.306, 0.708, -0.258], [-0.222, 1.915, 0.508], [1.522, 0.246, 0.268], [1.270, -0.670, 1.304], [1.352, -1.283, 2.285], [0.604, -1.519, -1.619], [-1.131, -1.852, -1.817], [-0.227, -2.578, -0.455], [0.444, 0.964, -1.313], [0.464, 2.761, 0.400], [-0.299, 1.706, 1.579], [-1.218, 2.200, 0.156]], "homo_lumo_gap_ev": 10.1, "smiles": "CC(=O)[C@@H](C)OC#N", "multiplicity": 1, "relative_energy_kcal_mol": 46.5, "e_lumo_ha": -0.0058, "e_homo_ev": -10.22}

=====

(8)
{"formula": "C2H4NPS", "method": "ωB97M-V/def2-TZVPD", "symbols": ["C", "C", "N", "P", "S", "H", "H", "H", "H"], "xyz": [[0.115, -1.313, -0.186], [0.295, 0.052, 0.369], [-0.958, -1.867, -0.379], [-3.462, -0.364, 0.883], [-4.629, 0.372, -0.396], [0.955, -1.888, -0.745], [0.462, -0.022, 1.511], [-0.659, 0.466, 0.379], [1.113, 0.615, 0.123]], "homo_lumo_gap_ev": [8.6, 6.0], "multiplicity": 1, "relative_energy_kcal_mol": 71.5, "e_lumo_ha": [-0.0326, -0.0492], "e_homo_ev": [-9.48, -7.32]}